ORCA calculation (ωB97M-V/def2-TZVPD) on C39H39BN8O2S3W as an isolated structure at a distorted geometry.

Each line ends with the Löwdin charge.
Geometry (Å):
W (0.372, 0.159, 0.325)  1.432
C (-1.304, 4.365, -1.897)  -0.040
C (-0.332, 4.011, -0.753)  -0.302
C (-1.156, 3.688, 0.505)  -0.067
C (0.746, 3.088, -1.328)  -0.262
C (1.553, 3.592, -2.347)  -0.004
C (2.399, 2.577, -2.711)  -0.036
N (2.123, 1.515, -1.958)  -0.010
N (1.125, 1.810, -1.090)  -0.141
B (2.901, 0.202, -1.981)  -0.553
N (3.603, -0.004, -0.655)  -0.019
C (4.901, -0.239, -0.445)  -0.044
C (5.061, -0.479, 0.898)  0.000
C (3.782, -0.375, 1.465)  -0.245
N (2.904, -0.087, 0.488)  -0.024
C (3.597, -0.556, 2.966)  -0.335
C (3.631, 0.767, 3.749)  -0.062
C (2.434, -1.424, 3.437)  -0.052
N (1.921, -0.930, -2.275)  -0.005
C (2.081, -1.817, -3.257)  -0.040
C (1.015, -2.677, -3.245)  0.010
C (0.201, -2.250, -2.193)  -0.234
N (0.761, -1.167, -1.604)  0.017
C (-1.092, -2.935, -1.851)  -0.377
C (-2.188, -2.611, -2.873)  -0.034
C (-0.889, -4.452, -1.763)  -0.049
H (-1.945, 5.193, -1.584)  0.091
H (-1.942, 3.505, -2.122)  0.058
H (-0.791, 4.658, -2.814)  0.075
H (0.240, 4.910, -0.523)  0.134
H (-1.042, 2.686, 0.869)  -0.014
H (-2.220, 3.822, 0.299)  0.082
H (-0.891, 4.358, 1.325)  0.091
H (1.511, 4.590, -2.756)  0.119
H (3.179, 2.525, -3.454)  0.130
H (3.721, 0.249, -2.869)  0.131
H (5.602, -0.227, -1.266)  0.126
H (5.974, -0.709, 1.428)  0.113
H (4.502, -1.097, 3.239)  0.126
H (2.630, 1.195, 3.838)  0.033
H (4.280, 1.509, 3.281)  0.088
H (3.998, 0.585, 4.763)  0.089
H (1.472, -0.964, 3.226)  0.023
H (2.506, -1.551, 4.522)  0.093
H (2.462, -2.415, 2.981)  0.082
H (2.953, -1.766, -3.894)  0.129
H (0.841, -3.522, -3.894)  0.116
H (-1.430, -2.571, -0.899)  0.021
H (-1.863, -2.868, -3.887)  0.085
H (-2.457, -1.556, -2.856)  0.062
H (-3.089, -3.191, -2.649)  0.086
H (-0.734, -4.885, -2.758)  0.080
H (-1.779, -4.922, -1.332)  0.089
H (-0.029, -4.716, -1.142)  0.075
S (1.617, 2.049, 1.434)  0.907
C (0.996, 2.507, 2.923)  -0.723
C (1.610, 3.654, 3.565)  -0.229
N (2.103, 4.572, 4.050)  0.190
C (-0.019, 1.809, 3.434)  -0.669
S (-0.607, 0.477, 2.548)  0.731
C (-0.673, 2.111, 4.690)  -0.226
N (-1.197, 2.350, 5.686)  0.176
O (1.917, -3.419, 0.333)  0.152
C (0.966, -2.880, 0.804)  -0.541
O (0.885, -1.533, 0.948)  -0.399
C (-0.233, -3.501, 1.373)  -0.166
C (-0.150, -4.818, 1.824)  -0.012
C (-1.251, -5.435, 2.382)  -0.069
C (-2.446, -4.725, 2.476)  -0.068
C (-2.537, -3.421, 2.022)  -0.101
C (-1.426, -2.779, 1.457)  -0.490
S (-1.814, -1.191, 0.795)  0.783
H (0.798, -5.334, 1.725)  0.127
H (-1.187, -6.455, 2.741)  0.105
H (-3.319, -5.192, 2.914)  0.107
H (-3.477, -2.883, 2.093)  0.104
C (-5.300, 2.323, -0.054)  -0.075
C (-4.394, 2.022, 0.987)  -0.064
C (-3.148, 1.547, 0.711)  -0.157
C (-2.671, 1.316, -0.612)  -0.224
C (-1.342, 0.843, -0.993)  -0.253
C (-1.055, 0.825, -2.335)  -0.145
C (-1.982, 1.153, -3.342)  -0.078
C (-3.235, 1.541, -3.010)  -0.054
C (-3.593, 1.655, -1.648)  -0.176
C (-4.895, 2.145, -1.336)  -0.038
H (-6.289, 2.707, 0.167)  0.104
H (-4.686, 2.175, 2.021)  0.112
H (-2.501, 1.366, 1.539)  0.003
H (-0.083, 0.548, -2.684)  0.080
H (-1.673, 1.082, -4.379)  0.114
H (-3.965, 1.804, -3.769)  0.117
H (-5.555, 2.387, -2.163)  0.111

Summary:
E_HOMO: -7.98 eV
Gap between HOMO and LUMO: 0.2220 Ha
Energy relative to the best compared isomer or geometry (same formula, charge and spin): 166.9 kJ/mol
E: -3384.6448 hartree
Spin multiplicity: 1

***

ORCA calculation (ωB97M-V/def2-TZVPD) on a 14-piece molecular cluster, C39H39Cl52F13O9PS overall at a distorted geometry.

Each line ends with the Löwdin charge.
Geometry (Å):
C (1.746, -1.305, 3.588)  -0.099
C (0.851, -2.577, 3.016)  -0.169
C (-0.215, -2.112, 1.823)  -0.339
C (-1.432, -1.404, 2.664)  -0.123
C (-1.384, 0.240, 2.694)  -0.170
C (-2.074, 0.764, 4.125)  -0.202
C (-3.682, 0.363, 4.180)  -0.172
C (-4.677, 1.700, 4.159)  -0.206
O (-6.045, 1.308, 3.692)  -0.254
C (-6.720, 2.458, 3.061)  -0.189
O (0.321, -1.205, 0.791)  -0.283
P (0.403, -1.819, -0.847)  0.538
C (1.568, -0.465, -1.522)  -0.301
C (2.659, 0.120, -0.448)  -0.206
C (4.158, 0.209, -1.183)  -0.212
C (4.566, 1.747, -1.619)  -0.211
C (5.172, 2.513, -0.301)  -0.163
C (6.698, 2.018, 0.126)  -0.186
O (6.823, 2.169, 1.595)  -0.145
C (6.301, 0.994, 2.310)  -0.300
C (7.088, -0.463, 2.455)  -0.022
O (5.106, 1.061, 2.961)  -0.091
C (1.939, -2.980, -0.585)  -0.215
O (1.683, -4.325, -1.201)  -0.076
C (2.693, -5.300, -0.763)  -0.265
F (2.930, -6.229, -1.929)  -0.004
F (4.019, -4.724, -0.432)  0.014
F (2.262, -6.178, 0.361)  0.021
S (-1.462, -0.718, -1.150)  0.777
O (-2.543, -1.535, -0.402)  -0.384
O (-1.200, 0.697, -0.578)  -0.410
C (-1.919, -0.521, -2.955)  -0.245
F (-1.703, -1.873, -3.596)  -0.023
F (-0.952, 0.393, -3.665)  -0.013
C (-3.494, -0.144, -3.237)  -0.110
F (-3.640, -0.114, -4.741)  -0.040
F (-4.337, -1.270, -2.777)  0.005
C (-3.956, 1.337, -2.714)  -0.072
F (-4.795, 1.932, -3.820)  -0.177
F (-2.853, 2.299, -2.485)  0.064
C (-4.902, 1.347, -1.377)  -0.101
F (-4.171, 0.954, -0.115)  0.040
F (-5.280, 2.793, -1.150)  -0.011
F (-6.203, 0.628, -1.533)  -0.024
O (-0.484, -3.303, -0.438)  -0.347
C (-0.486, -3.544, 1.044)  -0.223
C (-1.887, -4.353, 1.306)  -0.016
C (-1.498, -5.882, 1.857)  -0.148
O (-1.930, -7.010, 1.247)  -0.020
F (-0.666, -5.892, 3.115)  -0.061
H (1.108, -0.355, 3.846)  0.067
H (2.513, -1.045, 2.713)  0.077
H (2.284, -1.656, 4.575)  0.078
H (1.639, -3.375, 2.628)  0.109
H (0.224, -3.121, 3.858)  0.118
H (-2.467, -1.718, 2.201)  0.101
H (-1.473, -1.753, 3.803)  0.118
H (-2.148, 0.603, 1.852)  0.108
H (-0.301, 0.694, 2.546)  0.119
H (-1.553, 0.300, 5.066)  0.077
H (-2.002, 1.947, 4.242)  0.113
H (-3.949, -0.269, 3.214)  0.117
H (-3.960, -0.315, 5.106)  0.062
H (-4.264, 2.475, 3.384)  0.102
H (-4.780, 2.120, 5.255)  0.120
H (-7.018, 3.260, 3.862)  0.069
H (-7.730, 2.167, 2.499)  0.005
H (-6.061, 3.005, 2.244)  0.024
H (0.422, -2.416, -2.189)  0.057
H (2.162, -0.921, -2.439)  0.096
H (1.000, 0.486, -1.968)  0.090
H (2.345, 1.223, -0.145)  0.123
H (2.832, -0.564, 0.500)  0.093
H (4.282, -0.584, -2.049)  0.108
H (4.956, -0.109, -0.354)  0.091
H (3.604, 2.233, -2.076)  0.114
H (5.394, 1.672, -2.472)  0.112
H (4.389, 2.365, 0.572)  0.121
H (5.282, 3.677, -0.539)  0.120
H (7.484, 2.672, -0.472)  0.065
H (6.922, 0.896, -0.177)  0.128
H (7.080, -0.844, 3.585)  0.084
H (6.548, -1.291, 1.827)  0.096
H (8.216, -0.291, 2.172)  0.083
H (2.881, -2.559, -1.187)  0.113
H (2.234, -3.085, 0.549)  0.109
H (0.318, -4.412, 1.181)  0.138
H (-2.579, -3.895, 2.136)  0.121
H (-2.564, -4.441, 0.329)  0.155
C (-7.330, -2.717, -3.783)  -1.982
Cl (-8.914, -3.379, -4.260)  0.489
Cl (-7.273, -0.978, -4.167)  0.512
Cl (-7.092, -2.947, -2.033)  0.540
Cl (-6.040, -3.564, -4.674)  0.513
C (10.986, 3.286, -0.608)  -1.956
Cl (9.517, 4.104, -1.197)  0.549
Cl (11.729, 4.259, 0.687)  0.486
Cl (10.557, 1.679, 0.029)  0.523
Cl (12.143, 3.103, -1.951)  0.485
C (-5.514, 6.222, 2.371)  -1.968
Cl (-5.174, 5.215, 3.801)  0.565
Cl (-4.141, 7.320, 2.078)  0.492
Cl (-5.750, 5.175, 0.949)  0.553
Cl (-6.989, 7.180, 2.656)  0.502
C (-9.114, -7.572, -3.554)  -1.997
Cl (-8.774, -8.579, -2.124)  0.517
Cl (-7.741, -6.474, -3.847)  0.492
Cl (-9.350, -8.619, -4.976)  0.488
Cl (-10.589, -6.615, -3.269)  0.503
C (-3.289, -0.765, 8.504)  -2.003
Cl (-3.441, 0.965, 8.105)  0.515
Cl (-2.699, -1.655, 7.078)  0.535
Cl (-2.136, -0.965, 9.848)  0.507
Cl (-4.881, -1.404, 8.987)  0.509
C (10.811, 8.654, 0.891)  -1.999
Cl (12.457, 9.297, 1.119)  0.508
Cl (9.851, 8.943, 2.364)  0.513
Cl (10.039, 9.472, -0.491)  0.509
Cl (10.896, 6.903, 0.573)  0.453
C (-10.189, 0.465, 1.025)  -1.987
Cl (-10.340, -1.283, 1.333)  0.516
Cl (-11.699, 1.074, 0.301)  0.506
Cl (-9.883, 1.315, 2.561)  0.556
Cl (-8.834, 0.756, -0.095)  0.540
C (-10.399, -9.209, -8.962)  -2.018
Cl (-11.129, -9.212, -10.587)  0.505
Cl (-8.780, -9.949, -9.036)  0.509
Cl (-10.260, -7.532, -8.376)  0.502
Cl (-11.429, -10.144, -7.848)  0.500
C (-5.899, 0.726, -7.450)  -1.968
Cl (-6.050, -1.023, -7.142)  0.491
Cl (-7.409, 1.334, -8.174)  0.504
Cl (-5.593, 1.575, -5.914)  0.643
Cl (-4.544, 1.017, -8.570)  0.516
C (7.001, 2.461, 5.949)  -2.000
Cl (6.850, 0.712, 6.257)  0.519
Cl (5.491, 3.069, 5.225)  0.553
Cl (7.307, 3.310, 7.485)  0.501
Cl (8.356, 2.752, 4.829)  0.519
C (-5.599, 10.377, -0.126)  -2.001
Cl (-3.953, 11.021, 0.101)  0.510
Cl (-6.559, 10.667, 1.346)  0.500
Cl (-6.371, 11.196, -1.508)  0.509
Cl (-5.514, 8.626, -0.445)  0.486
C (10.901, 0.419, -5.070)  -1.987
Cl (10.878, 2.069, -5.743)  0.514
Cl (10.803, 0.501, -3.293)  0.459
Cl (9.509, -0.498, -5.700)  0.524
Cl (12.413, -0.395, -5.544)  0.488
C (14.501, -1.464, -2.044)  -1.995
Cl (14.463, -2.101, -3.708)  0.489
Cl (13.459, -2.464, -1.001)  0.519
Cl (16.172, -1.506, -1.429)  0.513
Cl (13.908, 0.217, -2.038)  0.471

Summary:
E_HOMO: -6.52 eV
Gap between HOMO and LUMO: 0.2698 Ha
Charge: -1
Energy relative to the best compared isomer or geometry (same formula, charge and spin): 1033.4 kJ/mol
E: -28153.5796 hartree
Spin multiplicity: 1

***

Question: The highest E belongs to which entry?
Answer: C39H39BN8O2S3W

***

Question: Which value of E does entry 1 give?
Answer: -3384.6448 hartree